(1)
This record from the OMol25 dataset describes a 2-piece molecular cluster, C18H20N2O3 overall at a distorted geometry. The level of theory is the ωB97M-V functional and the def2-TZVPD basis.

Output
Maximum force   2.4 eV Å⁻¹
Relative energy (zero: lowest compared OMol25 entry of this formula, charge and spin)   643.1 kJ/mol
Orbital gap   5.216 eV
E_tot   -28108.4259 eV

ORCA input file:
```
! RIJCOSX wB97M-V def2-TZVPD def2/J DEFGRID3
* xyz 0 1
C -3.65 -1.74 2.65
C -3.58 -0.43 1.88
C -2.51 0.52 2.38
N -1.22 -0.17 2.54
C -0.10 0.44 2.19
C 1.19 -0.20 2.18
C 1.34 -1.58 1.88
C 2.57 -2.21 2.08
C 3.68 -1.47 2.51
C 3.56 -0.09 2.73
C 2.33 0.54 2.55
C -1.29 -1.32 3.45
C -2.27 -2.36 2.93
H -4.14 -1.57 3.62
H -4.25 -2.46 2.09
H -3.37 -0.65 0.82
H -4.54 0.08 1.90
H -2.35 1.35 1.68
H -2.80 0.94 3.36
H -0.23 1.51 2.01
H 0.48 -2.15 1.50
H 2.65 -3.29 1.93
H 4.63 -1.96 2.70
H 4.42 0.51 3.06
H 2.20 1.62 2.71
H -0.30 -1.76 3.58
H -1.65 -0.96 4.43
H -2.34 -3.16 3.68
H -1.88 -2.82 2.02
O 0.57 2.48 0.82
C 0.94 3.67 0.69
C 1.85 4.01 -0.42
N 1.92 3.12 -1.54
O 0.93 2.40 -1.79
O 2.96 3.13 -2.26
C 2.61 5.17 -0.44
C 2.33 6.18 0.48
C 1.31 5.99 1.43
C 0.61 4.80 1.52
H 3.36 5.26 -1.23
H 2.90 7.11 0.42
H 1.06 6.82 2.11
H -0.19 4.66 2.25
*
```

***

(2)
This record from the OMol25 dataset describes a single C18H20N2O3 molecule at a distorted geometry. The level of theory is the ωB97M-V functional and the def2-TZVPD basis.

Output
SMILES   N[C@@H](Cc1ccccc1)C(=O)N[C@@H](Cc1ccccc1)C(=O)O
Maximum force   7.4 eV Å⁻¹
Relative energy (zero: lowest compared OMol25 entry of this formula, charge and spin)   685.2 kJ/mol
Orbital gap   9.078 eV
E_tot   -28107.9897 eV

ORCA input file:
```
! RIJCOSX wB97M-V def2-TZVPD def2/J DEFGRID3
* xyz 0 1
C 2.06 1.12 -0.05
C 0.58 0.98 0.44
C 2.72 -0.19 0.74
C 4.07 -0.39 0.11
C 4.33 -1.54 -0.76
C 4.98 0.60 0.27
C 5.63 -1.48 -1.39
C 6.21 0.59 -0.19
C 6.55 -0.51 -1.03
C -1.63 -0.13 0.11
C -1.80 -1.20 1.28
C -2.33 -0.64 -1.18
C -3.81 -0.08 -0.82
C -4.27 1.21 -1.13
C -4.79 -1.13 -0.59
C -5.56 1.59 -0.97
C -6.17 -0.61 -0.21
C -6.50 0.69 -0.42
H 2.52 3.28 -0.14
H 2.37 2.59 1.24
H 2.30 1.02 -1.09
H 2.03 -0.88 0.78
H 2.86 0.18 1.68
H 3.67 -2.38 -0.66
H 4.58 1.54 0.70
H 6.11 -2.07 -2.20
H 6.92 1.52 -0.22
H 7.40 -0.42 -1.63
H 0.29 -0.18 -1.11
H -1.82 0.83 0.45
H -2.28 -1.79 -1.18
H -1.91 -0.20 -2.01
H -3.65 1.91 -1.63
H -4.66 -2.39 -0.67
H -5.62 2.80 -1.06
H -6.81 -1.34 0.17
H -7.60 0.99 -0.27
H -0.75 -0.08 2.26
N 2.63 2.40 0.31
N -0.03 -0.29 -0.04
O 0.14 1.56 1.49
O -2.24 -2.23 0.92
O -1.13 -0.96 2.52
*
```

***

(3)
This record from the OMol25 dataset describes C18H20N2O3S2 as an isolated structure at a distorted geometry. The level of theory is the ωB97M-V functional and the def2-TZVPD basis.

Output
Maximum force   17.9 eV Å⁻¹
Relative energy (zero: lowest compared OMol25 entry of this formula, charge and spin)   1782.3 kJ/mol
Orbital gap   7.130 eV
E_tot   -49766.3813 eV

ORCA input file:
```
! RIJCOSX wB97M-V def2-TZVPD def2/J DEFGRID3
* xyz 0 1
C 2.59 3.75 1.68
C 1.68 3.34 0.41
H 1.58 4.15 -0.37
H 0.74 3.06 0.66
O 2.36 2.55 -0.21
C 2.14 2.11 -1.40
O 1.28 2.59 -1.85
C 2.86 1.02 -2.17
H 2.47 0.71 -3.11
H 3.90 1.25 -2.19
S 3.10 -0.53 -1.09
C 1.40 -0.25 -0.37
C 0.07 -0.22 -0.85
C 0.23 -0.64 -2.38
N 0.09 -0.67 -3.51
C -1.01 -0.23 -0.16
C -1.76 -1.57 0.09
C -2.54 -2.25 -0.81
C -2.96 -3.63 -0.53
C -2.11 -3.94 0.74
S -1.24 -2.49 1.22
H -2.04 -4.83 1.28
H -3.48 -4.31 -0.98
C -3.03 -1.76 -2.09
H -2.52 -1.41 -3.15
H -3.98 -2.43 -2.57
H -3.77 -0.66 -1.77
C -0.96 0.39 0.95
C 0.34 0.40 1.84
N 1.34 -0.17 1.20
H 2.22 -0.15 1.49
C 0.41 0.99 3.09
H 0.34 1.91 3.17
H -0.30 0.54 3.91
H 1.48 0.66 3.53
C -2.07 0.96 1.57
O -2.18 1.77 2.70
C -3.27 0.85 1.10
H -3.34 1.57 0.02
H -4.04 1.40 1.53
H -3.66 -0.13 0.89
H -1.52 0.28 -0.84
H 3.63 4.28 1.40
H 2.72 3.05 2.41
H 2.09 4.69 2.07
*
```

***

(4)
This record from the OMol25 dataset describes a single C18H20N2O4 molecule at a distorted geometry. The level of theory is the ωB97M-V functional and the def2-TZVPD basis.

Output
SMILES   N[C@@H](Cc1ccc(O)cc1)C(=O)N[C@@H](Cc1ccccc1)C(=O)O
Maximum force   2.9 eV Å⁻¹
Relative energy (zero: lowest compared OMol25 entry of this formula, charge and spin)   157.3 kJ/mol
Orbital gap   8.789 eV
E_tot   -30160.7556 eV

ORCA input file:
```
! RIJCOSX wB97M-V def2-TZVPD def2/J DEFGRID3
* xyz 0 1
C 1.40 -0.93 0.62
C -0.11 -0.76 0.35
C 2.16 -0.22 -0.46
C 3.68 -0.07 -0.30
C 4.26 1.27 -0.30
C 4.56 -1.13 -0.06
C 5.59 1.43 -0.34
C 5.94 -0.97 -0.11
C 6.43 0.31 -0.36
C -1.83 1.06 0.17
C -1.90 2.60 0.17
C -2.91 0.46 1.16
C -4.05 -0.12 0.40
C -5.08 0.72 -0.19
C -4.07 -1.51 0.20
C -6.11 0.16 -0.89
C -5.13 -2.05 -0.52
C -6.06 -1.20 -1.12
H 1.24 -2.91 0.06
H 1.64 -2.72 1.66
H 1.67 -0.50 1.58
H 1.89 -0.77 -1.43
H 1.73 0.80 -0.64
H 3.67 2.23 -0.34
H 4.13 -2.17 0.05
H 6.12 2.40 -0.31
H 6.62 -1.76 0.04
H 8.28 -0.10 -0.44
H 0.10 1.30 0.78
H -2.09 0.81 -0.90
H -2.42 -0.33 1.78
H -3.27 1.22 1.85
H -4.98 1.77 -0.12
H -3.38 -2.20 0.68
H -6.79 0.87 -1.41
H -5.08 -3.15 -0.55
H -6.89 -1.62 -1.67
H -3.05 4.04 -0.03
N 1.82 -2.35 0.72
N -0.52 0.56 0.53
O -0.93 -1.54 -0.09
O 7.76 0.70 -0.42
O -0.93 3.29 0.23
O -3.10 3.08 -0.02
*
```